No. 1
Molecular formula: C15H31Cl3N2O4
Method: DFT, ωB97M-V/def2-TZVPD

Properties
DFT total energy	-64785.038	eV
Kohn-Sham gap	9.6	eV
LUMO level	-0.207	eV
net charge	0

Geometry as XYZ:
```
55
Properties=species:S:1:pos:R:3:forces:R:3
C 0.0250 -3.6880 -1.2447 -0.878 0.626 -0.257
C -1.3613 -3.6625 -0.5710 1.011 0.709 -0.338
C -2.3155 -2.5464 -1.0684 0.423 0.815 0.455
C -1.7075 -1.1079 -0.9765 -0.661 0.703 0.186
N -2.5617 0.0538 -1.5939 -1.163 0.051 0.814
C -2.5545 -0.0882 -3.0968 -0.281 -0.562 0.966
C -1.5626 0.9674 -3.5144 0.757 0.436 -2.628
C -0.8853 1.5968 -2.3207 0.588 -0.584 -0.183
C -1.9297 1.4395 -1.3187 -1.867 -0.244 1.915
C -3.9450 0.0589 -0.9788 0.384 -0.509 0.473
H -0.2134 -3.5831 -2.3031 0.496 -0.333 -0.359
H 0.5948 -4.5972 -1.0527 -0.133 0.105 -0.015
H 0.6165 -2.8089 -0.9888 0.107 -0.121 0.193
H -1.2415 -3.4400 0.4893 -0.135 -0.657 0.080
H -1.8224 -4.6374 -0.7290 -0.270 0.142 0.274
H -3.1254 -2.6863 -0.3525 -0.559 0.571 -0.413
H -2.6645 -2.6599 -2.0948 -0.082 -0.518 0.014
H -0.7456 -1.0073 -1.4792 -0.216 -0.261 0.099
H -1.5955 -0.7072 0.0310 0.277 -0.618 0.187
H -3.5774 -0.1044 -3.4730 0.057 0.808 -0.079
H -2.2270 -1.1101 -3.2882 0.344 0.216 -0.172
H -1.9698 1.7897 -4.1028 -0.560 -0.273 -0.099
H -0.8492 0.4819 -4.1802 0.180 0.189 -0.061
H -0.6145 2.6440 -2.4556 0.095 -0.207 -0.110
H -0.0141 1.0115 -2.0265 0.116 0.321 -0.084
H -2.7327 2.1765 -1.3313 -0.263 -0.082 -0.942
H -1.6089 1.5355 -0.2814 -0.230 -0.750 -0.578
H -4.4837 1.0038 -1.0498 0.295 -0.015 -0.826
H -3.8361 -0.0524 0.1000 0.194 -0.366 -0.008
H -4.5196 -0.7768 -1.3782 0.013 0.156 0.065
Cl 1.1202 0.8361 0.3315 0.832 0.210 1.375
O 0.9588 -0.4176 -0.3764 -0.164 0.299 0.064
O 1.5747 0.5960 1.6867 0.511 0.065 -2.163
O 2.0503 1.6343 -0.3962 -0.973 0.251 -1.048
O -0.1264 1.5397 0.4918 0.435 0.064 0.134
Cl -0.9844 -1.1190 4.4062 -0.115 -0.100 -0.038
C 0.0086 -0.6380 2.9907 -1.135 0.509 -0.288
C 0.4479 -1.7877 2.0999 0.729 -0.076 1.305
Cl 1.1862 -2.9707 3.2152 0.335 -0.838 -0.223
H 0.8148 0.0191 3.3169 -0.340 -0.873 0.459
H -0.6581 -0.0007 2.4098 0.033 0.100 0.061
H 1.2616 -1.4544 1.4557 -0.571 -0.404 0.200
H -0.3499 -2.2752 1.5395 0.118 0.223 0.304
C 3.7269 3.8158 2.7240 0.625 -0.446 0.317
C 3.4305 2.2870 2.6818 0.322 0.995 0.050
C 3.9835 1.5954 1.4013 -0.377 0.122 0.569
C 5.3718 1.7820 1.1474 2.495 0.881 0.025
N 6.4937 1.9610 0.9217 -0.970 -0.239 0.175
H 4.7997 3.9826 2.6271 0.131 -0.024 -0.224
H 3.4998 4.2545 3.6956 -0.332 -0.192 0.094
H 3.2408 4.4400 1.9742 -0.200 -0.368 -0.189
H 2.3585 2.1295 2.8005 0.322 0.066 -0.368
H 3.8602 1.8251 3.5707 0.301 0.003 -0.008
H 3.4802 1.9591 0.5055 0.376 -0.027 0.651
H 3.8780 0.5106 1.4097 -0.423 0.055 0.200
```
Positions in Å, forces in eV/Å.


No. 2
Molecular formula: C15H31ClO4P2Pt
Method: DFT, ωB97M-V/def2-TZVPD

Properties
DFT total energy	-58564.582	eV
Kohn-Sham gap (alpha / beta)	5.8 / 6.5	eV
LUMO level (alpha / beta)	-6.983 / -8.325	eV
energy above the lowest of the compared OMol25 structures with the same formula, charge and spin	50.0	kcal per mole
2S+1	5
net charge	+2

Geometry as XYZ:
```
54
Properties=species:S:1:pos:R:3:forces:R:3
P -2.9307 1.3509 0.6019 0.685 -1.773 0.177
P 1.7792 -3.5132 -0.4531 -1.921 -0.774 1.717
C -0.4579 -0.2967 -1.2405 0.512 -0.220 -3.870
C 0.3525 -1.3639 -1.6508 -1.935 0.573 -0.792
H 0.0329 0.7540 -1.2998 -0.852 -1.923 -1.599
H -1.5035 -0.2608 -1.6002 0.479 -0.528 0.680
H -0.2018 -2.2325 -2.1364 1.061 1.156 1.105
H 1.3986 -1.1338 -1.9520 -0.807 -0.618 0.596
C 3.1792 -2.6430 0.1822 1.155 0.866 -0.263
H 3.7707 -3.4813 0.5642 0.447 0.310 -0.218
H 2.9644 -2.0124 1.0627 -0.179 -0.531 -0.495
H 3.6960 -2.0406 -0.5944 -0.023 -0.411 0.547
C 1.6601 -3.8584 -2.1897 0.898 -0.235 -0.835
H 2.7002 -3.7725 -2.4953 0.300 -0.641 -0.473
H 1.1144 -3.2502 -2.9176 0.044 -0.063 0.680
H 1.2804 -4.8741 -2.2258 0.263 -0.266 -0.175
C -3.0936 2.0657 2.2228 -0.757 0.954 1.081
H -4.0406 1.7281 2.6899 0.395 0.260 -0.131
H -3.0529 3.1751 2.1853 -0.237 -0.614 -0.062
H -2.2397 1.7482 2.8810 -0.980 -0.112 -0.845
C -3.9628 1.4466 -0.8757 -1.322 0.523 -0.196
H -3.4874 0.9400 -1.7587 -0.282 0.258 1.079
H -4.0963 2.5199 -1.1841 0.121 -0.870 0.506
H -4.9756 1.0214 -0.6469 0.742 0.277 -0.470
Pt 0.0547 0.5117 0.5906 0.268 -2.933 0.682
C 2.1701 1.0592 -0.6863 1.544 -0.251 1.273
C 2.1615 0.7192 0.6958 1.378 0.406 -1.218
C 2.4833 1.6871 1.8111 -1.030 0.523 0.735
C 1.3362 2.7238 1.9553 0.315 0.555 0.711
C 0.0442 2.3162 1.3508 -1.390 1.283 0.853
C -0.4139 2.4547 -0.0103 0.854 2.174 1.055
C 0.4254 2.9582 -1.1670 0.064 -0.152 -0.573
C 1.8927 2.3865 -1.2992 -0.589 0.862 -0.780
C -3.1610 -1.3695 0.3241 0.535 0.234 0.688
H 2.7632 0.3665 -1.3300 -1.248 0.155 0.322
H 2.5110 -0.3064 0.8455 -0.041 0.396 0.129
H 3.4543 2.2027 1.6836 -0.362 -0.529 0.018
H 2.4714 1.0953 2.7467 0.417 0.389 -0.471
H 1.0675 2.8335 3.0215 0.711 0.367 -0.429
H 1.5416 3.6987 1.5255 0.628 0.281 0.268
H -0.7506 2.2167 2.0844 0.191 0.775 -0.114
H -1.5089 2.6977 -0.1413 1.291 -0.388 -0.057
H 0.4888 4.0649 -1.2507 -0.209 -0.609 0.495
H -0.1279 2.6620 -2.0709 0.192 0.125 0.082
H 2.0243 2.2611 -2.3948 0.295 0.334 0.706
H 2.5668 3.2001 -0.9528 -0.032 -0.766 -0.038
H -2.3913 -2.1526 0.4294 -0.356 0.385 -0.450
H -3.4320 -1.1143 -0.7197 0.130 -0.473 0.772
H -4.0014 -1.6391 0.9758 0.014 0.105 -0.534
O 1.6272 -4.7154 0.4450 -0.062 0.998 -1.114
Cl -0.8198 -5.3903 1.1818 -0.462 1.404 -0.011
O -1.2745 -4.8161 -0.1640 0.736 -0.307 2.394
O -0.5366 -4.4635 2.3560 -0.685 -1.051 -2.290
O -2.5520 -0.1650 0.9952 -0.906 0.107 -0.848
```
Positions in Å, forces in eV/Å.